{"formula": "C40H50BCl2F6N9O2PReS2Se", "method": "ωB97M-V with the def2-TZVPD basis set", "species": ["Re", "C", "N", "C", "C", "N", "B", "N", "C", "C", "N", "C", "C", "S", "C", "S", "H", "H", "H", "H", "H", "H", "H", "H", "H", "H", "H", "H", "Cl", "C", "C", "C", "C", "C", "Cl", "C", "N", "C", "C", "C", "C", "C", "C", "C", "C", "O", "O", "H", "H", "H", "H", "H", "H", "H", "H", "H", "H", "F", "P", "F", "F", "F", "F", "F", "C", "N", "C", "C", "N", "H", "H", "H", "H", "H", "H", "C", "C", "C", "C", "N", "C", "Se", "N", "C", "C", "C", "C", "C", "C", "C", "C", "C", "C", "H", "H", "H", "H", "H", "H", "H", "H", "H", "H", "H", "H", "H", "H", "H", "H", "H", "H", "H", "H", "H", "H"], "coordinates": [[0.36, -0.23, 0.23], [-0.49, 4.39, 1.78], [0.31, 3.52, 2.64], [1.27, 3.99, 3.52], [1.79, 2.91, 4.13], [1.16, 1.78, 3.64], [1.58, 0.33, 4.12], [0.29, -0.57, 4.23], [-0.67, -0.56, 5.22], [-1.65, -1.42, 4.86], [-1.29, -1.95, 3.64], [-2.09, -2.87, 2.81], [-0.13, -1.40, 3.28], [0.77, -1.82, 1.82], [0.26, 2.17, 2.73], [-0.90, 1.19, 1.83], [0.17, 5.07, 1.24], [-1.19, 4.97, 2.38], [-1.05, 3.78, 1.09], [1.49, 5.04, 3.63], [2.57, 2.84, 4.88], [2.10, 0.43, 5.21], [2.30, -0.16, 3.30], [-0.57, 0.04, 6.12], [-2.57, -1.71, 5.37], [-2.90, -3.26, 3.42], [-1.48, -3.69, 2.46], [-2.51, -2.33, 1.96], [-1.77, -6.60, -0.73], [-0.47, -6.11, 0.31], [-0.54, -6.57, 1.62], [0.48, -6.36, 2.51], [1.61, -5.69, 2.09], [1.68, -5.23, 0.79], [3.17, -4.45, 0.30], [0.65, -5.38, -0.15], [0.88, -4.84, -1.44], [0.01, -4.61, -2.57], [0.47, -5.08, -3.80], [-0.29, -4.94, -4.96], [-1.52, -4.32, -4.89], [-1.95, -3.80, -3.69], [-1.19, -3.90, -2.52], [-1.68, -3.18, -1.26], [-1.75, -1.67, -1.45], [-2.20, -1.13, -2.41], [-1.26, -0.86, -0.42], [-1.42, -7.15, 1.91], [0.41, -6.75, 3.52], [2.45, -5.54, 2.76], [1.85, -4.84, -1.68], [1.42, -5.61, -3.83], [0.08, -5.34, -5.89], [-2.15, -4.24, -5.78], [-2.91, -3.29, -3.64], [-1.07, -3.43, -0.40], [-2.71, -3.46, -1.05], [1.94, 0.86, 0.80], [3.43, 1.96, 0.22], [2.40, 3.15, 0.42], [2.84, 1.76, -1.26], [4.18, 0.57, 0.07], [3.77, 1.98, 1.74], [4.63, 2.85, -0.24], [0.39, 4.13, -3.15], [-0.55, 3.41, -2.26], [-1.95, 3.90, -2.14], [-0.19, 2.33, -1.63], [0.18, 1.39, -1.08], [0.05, 4.07, -4.18], [1.39, 3.70, -3.06], [0.44, 5.18, -2.85], [-2.40, 3.92, -3.13], [-1.95, 4.91, -1.72], [-2.52, 3.24, -1.51], [4.36, -3.01, -4.96], [5.39, -3.17, -3.83], [4.89, -2.75, -2.45], [4.79, -1.24, -2.18], [3.70, -0.57, -2.94], [2.40, -0.75, -2.75], [1.70, -1.71, -1.27], [1.70, -0.17, -3.73], [0.28, -0.47, -4.07], [0.10, -1.84, -4.71], [0.70, -2.00, -6.11], [-0.13, -1.29, -7.18], [2.61, 0.49, -4.57], [2.42, 1.26, -5.72], [3.55, 1.78, -6.30], [4.83, 1.54, -5.77], [5.02, 0.77, -4.64], [3.87, 0.24, -4.06], [4.62, -3.65, -5.81], [4.31, -1.99, -5.34], [3.36, -3.30, -4.63], [6.31, -2.63, -4.07], [5.66, -4.23, -3.76], [5.57, -3.13, -1.69], [3.92, -3.21, -2.26], [5.71, -0.74, -2.46], [4.63, -1.07, -1.12], [-0.05, 0.33, -4.74], [-0.31, -0.41, -3.17], [-0.98, -2.03, -4.74], [0.52, -2.60, -4.03], [0.76, -3.06, -6.34], [1.73, -1.62, -6.12], [-1.13, -1.73, -7.25], [0.35, -1.39, -8.17], [-0.24, -0.22, -6.98], [1.43, 1.42, -6.14], [3.45, 2.39, -7.20], [5.70, 1.98, -6.25], [6.01, 0.58, -4.25]], "e_tot_ha": -7359.275687, "relative_energy_kj_mol": 0.00, "charge": 2, "largest_force_ha_per_bohr": 0.02600, "orbital_gap_ev": [4.4466, 4.7617], "spin_multiplicity": 1}